Entry from OMol25: a molecular structure, C54H50N3OP3Pd (ωB97M-V/def2-TZVPD).

Summary:
HOMO in eV: -0.198
DFT total energy in eV: -94671.5603
Frontier orbital gap in eV: 4.027
Total charge: -2
2S+1: 1

Geometry (Å):
Pd -0.12 -0.68 1.20
O 2.00 0.01 1.30
C 2.97 0.03 0.50
C 3.92 -1.04 0.47
C 4.95 -1.09 -0.44
C 5.14 -0.06 -1.37
C 4.27 1.02 -1.32
C 3.22 1.12 -0.41
C 2.44 2.36 -0.33
N 1.49 2.70 0.52
C 1.12 3.98 0.19
C 1.84 4.43 -0.87
N 2.67 3.39 -1.20
H 3.76 -1.84 1.18
H 5.63 -1.94 -0.43
H 5.94 -0.09 -2.10
H 4.45 1.82 -2.03
H 0.34 4.49 0.73
H 1.82 5.35 -1.43
H 3.32 3.38 -1.96
C -2.54 -3.26 1.18
P -2.14 -1.54 1.71
C -3.70 -0.75 1.12
C -2.35 -1.58 3.53
C -2.58 -0.35 4.06
C -0.88 -0.52 5.91
C -0.92 -1.95 6.31
C -1.42 -2.91 5.49
C -1.94 -2.78 4.17
H -1.69 -3.92 1.35
H -2.75 -3.25 0.11
H -3.41 -3.64 1.72
H -4.56 -1.29 1.51
H -3.72 -0.76 0.03
H -3.75 0.28 1.44
H -2.80 0.49 3.41
H -0.49 0.11 6.73
H -0.60 -2.21 7.32
H -1.35 -3.93 5.85
H -1.98 -3.70 3.60
C -0.10 0.20 -3.29
P -0.30 -0.18 -1.44
C -1.76 0.92 -1.17
C -2.81 1.07 -2.08
C -3.84 1.97 -1.84
C -3.83 2.74 -0.69
C -2.78 2.62 0.21
C -1.75 1.72 -0.03
C -0.92 -1.89 -1.73
C -1.97 -2.23 -2.58
C -2.29 -3.56 -2.84
C -1.53 -4.58 -2.27
C -0.47 -4.25 -1.44
C -0.17 -2.93 -1.16
P 0.28 1.99 -3.55
C -0.65 2.29 -5.11
C -0.52 1.50 -6.26
C -1.28 1.75 -7.39
C -2.20 2.80 -7.39
C -2.34 3.59 -6.26
C -1.57 3.33 -5.13
C 1.99 1.87 -4.19
C 2.47 2.67 -5.23
C 3.81 2.62 -5.60
C 4.69 1.79 -4.93
C 4.23 1.00 -3.89
C 2.90 1.05 -3.51
H -0.97 -0.07 -3.90
H 0.73 -0.42 -3.63
H -2.83 0.49 -2.99
H -4.66 2.05 -2.55
H -4.65 3.43 -0.48
H -2.75 3.22 1.11
H -0.92 1.64 0.66
H -2.57 -1.46 -3.03
H -3.12 -3.80 -3.48
H -1.77 -5.61 -2.47
H 0.13 -5.03 -0.98
H 0.65 -2.67 -0.49
H 0.20 0.69 -6.26
H -1.16 1.13 -8.27
H -2.80 2.99 -8.27
H -3.06 4.40 -6.25
H -1.70 3.94 -4.24
H 1.79 3.33 -5.76
H 4.15 3.25 -6.42
H 5.74 1.76 -5.23
H 4.91 0.36 -3.34
H 2.57 0.44 -2.67
C 2.80 -4.50 4.91
C 2.81 -3.43 5.80
C 2.08 -2.29 5.54
C 1.32 -2.18 4.37
C 1.34 -3.24 3.46
C 2.07 -4.39 3.74
N 0.69 -1.01 4.01
C -0.03 -0.21 4.68
C -2.36 -0.04 5.52
C -2.56 1.41 5.84
C -1.82 2.41 5.37
C -0.69 2.27 4.44
C -0.03 1.16 4.09
H 3.38 -5.39 5.12
H 3.39 -3.49 6.72
H 2.09 -1.45 6.22
H 0.78 -3.13 2.54
H 2.07 -5.20 3.02
H -3.03 -0.64 6.13
H -3.37 1.67 6.52
H -2.08 3.43 5.65
H -0.39 3.18 3.93
H 0.72 1.24 3.30

=====

Entry from OMol25: a single C5H13N molecule (ωB97M-V/def2-TZVPD).

Summary:
HOMO in eV: -8.212
DFT total energy in eV: -6884.6738
Frontier orbital gap in eV: 9.431
ΔE to the lowest compared entry with this formula, charge and spin in kcal/mol: 35.1
2S+1: 1

Geometry (Å):
C -1.46 -1.58 0.20
C -1.09 -0.13 0.42
N 0.36 0.01 0.34
C 1.01 0.03 1.72
C 0.87 1.12 -0.52
C 0.54 0.77 -2.00
H -0.57 -2.12 0.60
H -2.29 -1.99 0.76
H -1.49 -1.83 -0.85
H -1.60 0.12 1.37
H -1.51 0.50 -0.39
H 1.66 0.92 1.85
H 1.61 -0.88 1.76
H 0.19 -0.05 2.45
H 1.91 1.34 -0.28
H 0.23 2.00 -0.36
H 1.01 1.45 -2.69
H -0.49 0.48 -2.20
H 1.10 -0.18 -2.19

=====

Entry from OMol25: 2 unconnected molecules or ions with the total composition C2HF3NP (ωB97M-V/def2-TZVPD).

Summary:
HOMO in eV: -11.092
DFT total energy in eV: -21018.0251
Frontier orbital gap in eV: 9.970
ΔE to the lowest compared entry with this formula, charge and spin in kcal/mol: 58.7
2S+1: 1

Geometry (Å):
C 0.90 -0.09 -1.36
C -0.75 0.36 -0.11
N 1.68 -0.45 -2.07
F -0.85 1.67 -0.29
F -1.88 0.00 -0.65
F 0.12 -1.56 1.21
P -0.29 -0.09 1.63
H 1.08 0.16 1.64

=====

Entry from OMol25: 9 unconnected molecules or ions with the total composition C29H33Cl8N5 (ωB97M-V/def2-TZVPD).

Summary:
HOMO in eV: -8.772
DFT total energy in eV: -138233.6511
Frontier orbital gap in eV: 9.296
ΔE to the lowest compared entry with this formula, charge and spin in kcal/mol: 84.5
2S+1: 1

Geometry (Å):
C 0.42 2.04 -6.48
C 1.10 2.90 -5.65
C 0.62 3.13 -4.36
N -0.49 2.57 -3.89
C -1.15 1.74 -4.72
C -0.75 1.42 -6.01
H 0.80 1.81 -7.47
H 2.02 3.37 -5.98
H 1.18 3.77 -3.69
H -2.04 1.34 -4.25
H -1.37 0.74 -6.56
C 1.70 -0.98 -4.28
C 2.61 -2.05 -4.35
C 2.52 -3.09 -3.44
N 1.75 -3.01 -2.35
C 0.90 -1.99 -2.26
C 0.88 -0.93 -3.17
H 1.85 -0.18 -4.99
H 3.29 -2.09 -5.19
H 3.19 -3.93 -3.56
H 0.23 -2.04 -1.42
H 0.15 -0.13 -3.07
C -1.52 1.19 2.02
C -0.53 0.25 2.24
C 0.23 -0.20 1.18
N -0.01 0.19 -0.08
C -1.02 1.02 -0.32
C -1.80 1.54 0.71
H -2.11 1.58 2.84
H -0.34 -0.16 3.22
H 1.08 -0.85 1.35
H -1.19 1.32 -1.35
H -2.59 2.26 0.52
C 4.42 -2.07 -0.66
C 4.92 -1.68 0.59
C 4.06 -0.99 1.44
N 2.76 -0.85 1.21
C 2.29 -1.20 0.02
C 3.09 -1.81 -0.96
H 5.03 -2.55 -1.41
H 5.96 -1.78 0.87
H 4.49 -0.73 2.40
H 1.31 -0.86 -0.29
H 2.64 -2.00 -1.92
C -3.30 -1.58 3.85
C -3.75 -0.31 4.19
C -4.93 0.17 3.65
N -5.62 -0.50 2.72
C -5.09 -1.65 2.29
C -3.98 -2.27 2.84
H -2.42 -2.01 4.31
H -3.18 0.25 4.92
H -5.33 1.16 3.86
H -5.72 -2.13 1.56
H -3.62 -3.17 2.37
Cl 2.98 2.88 0.96
C 1.24 2.81 0.81
Cl 0.50 4.41 0.94
H 1.04 2.41 -0.18
H 0.77 2.17 1.54
Cl -3.54 0.13 -2.35
C -4.98 -0.27 -1.38
Cl -5.56 -1.91 -1.64
H -4.73 -0.05 -0.34
H -5.79 0.37 -1.69
Cl 0.90 -1.70 5.05
C 2.42 -1.31 4.20
Cl 3.83 -1.59 5.23
H 2.51 -2.00 3.38
H 2.43 -0.27 3.88
Cl 1.38 2.25 4.34
C 0.52 1.99 5.86
Cl -1.19 1.64 5.53
H 0.99 1.14 6.34
H 0.64 2.88 6.47

=====

Entry from OMol25: a gas-phase ion, C7H10N3OS (charge +1) (ωB97M-V/def2-TZVPD).

Summary:
HOMO in eV: -12.717
DFT total energy in eV: -24768.4045
Frontier orbital gap in eV: 9.822
ΔE to the lowest compared entry with this formula, charge and spin in kcal/mol: 0.0
Total charge: +1
2S+1: 1

Geometry (Å):
C -0.61 1.06 -1.68
C -0.25 0.37 -0.20
C 1.22 0.52 0.07
N 1.70 0.59 1.27
C 3.05 0.68 1.25
C 3.62 0.65 0.02
S 2.42 0.52 -1.19
C -1.12 0.86 0.97
O -1.72 -0.32 1.52
C -1.38 -1.35 0.80
N -1.82 -2.56 1.13
N -0.62 -1.05 -0.23
H -1.65 0.82 -1.92
H 0.06 0.67 -2.43
H -0.48 2.13 -1.58
H 3.58 0.75 2.19
H 4.66 0.70 -0.25
H -0.51 1.32 1.76
H -1.91 1.54 0.66
H -1.57 -3.38 0.61
H -2.40 -2.66 1.94
H -0.18 -1.69 -0.86

=====

Entry from OMol25: a single CH4N2OSi molecule (ωB97M-V/def2-TZVPD).

Summary:
HOMO (spin up / spin down) in eV: -5.714 / -10.709
DFT total energy in eV: -13999.0196
<S²>: 2.009
Frontier orbital gap (spin up / spin down) in eV: 6.238 / 8.093
2S+1: 3

Geometry (Å):
C 2.71 0.10 0.07
N 3.31 1.04 0.08
N 0.84 -0.92 -0.56
O 2.18 -1.05 0.03
Si -0.09 0.23 0.37
H 0.47 -1.75 -0.98
H 0.58 0.28 1.65
H -1.38 -0.08 0.00
H 0.15 1.53 -0.42

=====

The lowest DFT total energy belongs to which entry?
C29H33Cl8N5

=====

Which of these has the highest 2S+1?
CH4N2OSi

=====

Which value of DFT total energy does entry 4 give?
-138233.6511 eV